Entry 1:
This record from the Open Molecules 2025 dataset describes one molecule with the formula C9H12N4OS at a distorted geometry. The level of theory is the ωB97M-V functional and the def2-TZVPD basis.

Output
LUMO level, Ha: 0.007
M, g/mol: 224.29
Orbital gap, Eh: 0.344
E_HOMO, eV: -9.19
SMILES: [H]/N=C1/CC(=O)N=C2SC(CCCC)=NN21
Largest force on an atom, Eh/bohr: 0.022

Geometry as ORCA input:
```
! wB97M-V def2-TZVPD RIJCOSX def2/J DEFGRID3
* xyz 0 1
S 1.611 -1.310 0.759
O -1.909 -3.061 3.737
N -3.173 -0.998 -0.189
N -0.895 -1.321 0.323
N -0.268 -2.404 2.331
N -0.393 -0.578 -0.680
C 1.502 2.419 -0.206
C 0.005 -1.791 1.247
C 1.696 0.278 -1.597
C -2.277 -1.574 0.465
C -1.576 -2.712 2.637
C -2.573 -2.638 1.470
C 0.491 3.078 -1.136
C 0.874 -0.477 -0.627
C 2.435 1.442 -0.923
H -0.226 2.352 -1.510
H -2.523 -3.610 0.965
H -0.059 3.849 -0.602
H 0.995 3.541 -1.981
H 2.999 1.976 -1.689
H 2.116 3.192 0.261
H 2.432 -0.398 -2.038
H 3.146 1.035 -0.201
H 1.041 0.644 -2.388
H -3.588 -2.517 1.848
H -2.853 -0.316 -0.871
H 0.971 1.898 0.595
*
```

In the natural (NBO) picture, each atom carries the following charge in e: 0.364 -0.526 -0.621 -0.299 -0.575 -0.250 -0.400 0.303 -0.464 0.446 0.672 -0.585 -0.613 0.114 -0.383 0.205 0.258 0.218 0.202 0.213 0.210 0.234 0.206 0.240 0.272 0.362 0.198

Entry 2:
This record from the Open Molecules 2025 dataset describes an isolated ion of composition C9H12N5S and charge +1 at a distorted geometry. The level of theory is the ωB97M-V functional and the def2-TZVPD basis.

Output
LUMO level, Ha: -0.206
M, g/mol: 222.30
Orbital gap, Eh: 0.251
E_HOMO, eV: -12.44
SMILES: CC\[N+]1=C/N=C\C=N/C#CN(C)NC1=S
Largest force on an atom, Eh/bohr: 0.066

Geometry as ORCA input:
```
! wB97M-V def2-TZVPD RIJCOSX def2/J DEFGRID3
* xyz 1 1
S -2.882 -0.689 0.184
N 1.456 1.369 -0.269
N -0.678 0.635 -0.250
N 3.201 -0.834 0.375
N -0.746 -1.717 -0.943
N 0.153 -2.658 -0.224
C -1.069 2.939 0.041
C -0.983 1.651 0.794
C -1.359 -0.617 -0.348
C 3.620 0.387 0.228
C 2.773 1.402 -0.166
C 2.217 -1.510 0.077
C -0.666 -3.660 0.450
C 0.573 0.578 -0.795
C 1.390 -2.470 0.005
H 0.733 0.117 -1.753
H -1.572 -2.374 -1.180
H -2.038 2.868 -0.643
H -1.204 -4.364 -0.139
H -0.283 1.636 1.541
H -0.075 -4.199 1.102
H -1.194 3.794 0.663
H -0.065 3.020 -0.575
H -1.970 1.385 1.185
H 4.594 0.615 0.619
H 3.253 2.483 -0.156
H -1.206 -3.033 1.104
*
```

In the natural (NBO) picture, each atom carries the following charge in e: 0.059 -0.457 -0.411 -0.225 -0.508 -0.150 -0.615 -0.226 0.180 -0.139 0.163 0.224 -0.421 0.356 0.179 0.237 0.422 0.228 0.234 0.215 0.241 0.239 0.217 0.249 0.239 0.240 0.229

Entry 3:
This record from the Open Molecules 2025 dataset describes an isolated ion of composition C9H12NO2 and charge +1 at a distorted geometry. The level of theory is the ωB97M-V functional and the def2-TZVPD basis.

Output
LUMO level, Ha: -0.151
M, g/mol: 166.20
Orbital gap, Eh: 0.359
E_HOMO, eV: -13.90
SMILES: CC(C)(C=O)O[n+]1ccccc1
Largest force on an atom, Eh/bohr: 0.084

Geometry as ORCA input:
```
! wB97M-V def2-TZVPD RIJCOSX def2/J DEFGRID3
* xyz 1 1
O 0.028 -0.132 1.110
O 0.604 -0.760 -1.674
N 0.969 0.595 0.493
C 3.243 1.056 0.063
C -2.130 -1.014 0.128
C 2.229 0.331 0.688
C 1.497 2.466 -0.825
C -0.401 -2.469 1.296
C -0.667 -1.311 0.381
C 0.564 1.639 -0.165
C -0.120 -1.529 -0.990
C 2.830 2.052 -0.839
H -2.650 -1.732 -0.608
H -2.685 -0.985 1.046
H -0.424 1.869 -0.324
H 0.725 -2.636 1.251
H -2.195 -0.021 -0.407
H -0.373 -2.545 -1.407
H 3.492 2.667 -1.419
H 1.061 3.318 -1.436
H 2.229 -0.550 1.357
H 4.248 0.763 0.293
H -0.547 -2.214 2.379
H -1.050 -3.360 0.996
*
```

In the natural (NBO) picture, each atom carries the following charge in e: -0.354 -0.525 0.029 -0.203 -0.645 0.066 -0.201 -0.641 0.149 0.093 0.402 -0.102 0.261 0.250 0.242 0.224 0.231 0.165 0.254 0.268 0.254 0.266 0.262 0.256

Entry 4:
This record from the Open Molecules 2025 dataset describes an isolated ion of composition C9H12NO2 and charge +1 at a distorted geometry. The level of theory is the ωB97M-V functional and the def2-TZVPD basis.

Output
LUMO level, Ha: -0.113
M, g/mol: 166.20
Orbital gap, Eh: 0.359
E_HOMO, eV: -12.86
SMILES: O[C@]1(c2ccccc2)[NH2+]CCO1
Largest force on an atom, Eh/bohr: 0.080

Geometry as ORCA input:
```
! wB97M-V def2-TZVPD RIJCOSX def2/J DEFGRID3
* xyz 1 1
O 0.010 1.697 -1.234
O 1.191 1.898 0.638
N 1.613 -0.049 -0.714
C -1.680 0.093 0.481
C -2.550 -0.822 1.068
C 0.311 0.828 -2.381
C -0.751 -1.535 2.563
C 0.532 1.050 -0.158
C -2.091 -1.626 2.095
C -0.332 -0.006 0.759
C 0.173 -0.756 1.803
C 1.789 0.422 -2.183
H 1.128 -0.550 2.171
H -0.176 -0.167 -2.456
H -3.645 -0.708 0.972
H 1.427 2.704 0.204
H 2.430 1.278 -2.335
H 2.019 -0.420 -2.876
H 1.092 -0.952 -0.714
H 2.488 -0.254 -0.091
H -1.984 0.890 -0.164
H -0.487 -2.038 3.507
H 0.120 1.468 -3.290
H -2.629 -2.445 2.333
*
```

In the natural (NBO) picture, each atom carries the following charge in e: -0.481 -0.680 -0.617 -0.207 -0.189 -0.107 -0.164 0.715 -0.178 -0.120 -0.248 -0.251 0.224 0.201 0.239 0.506 0.242 0.249 0.445 0.472 0.232 0.241 0.253 0.221

Entry 5:
This record from the Open Molecules 2025 dataset describes an isolated ion of composition C9H12O2PS and charge +1 at a distorted geometry. The level of theory is the ωB97M-V functional and the def2-TZVPD basis.

Output
LUMO level (alpha / beta), Ha: -0.214 / -0.214
M, g/mol: 215.23
Orbital gap (alpha / beta), Eh: 0.219 / 0.219
E_HOMO (alpha / beta), eV: -11.79 / -11.79
Largest force on an atom, Eh/bohr: 0.103

Geometry as ORCA input:
```
! wB97M-V def2-TZVPD RIJCOSX def2/J DEFGRID3
* xyz 1 1
S -0.606 -2.749 0.178
P -0.494 -0.720 0.456
O -3.672 0.040 0.602
O -2.522 -0.012 -1.333
C 3.052 1.284 -0.403
C 2.340 -1.303 0.456
C 4.040 0.319 -0.109
C -3.382 0.781 -0.653
C -3.257 0.463 1.734
C 3.644 -0.938 0.387
C -1.118 0.029 -1.092
C 1.343 -0.392 0.183
C 1.694 0.884 -0.244
H 3.466 2.001 -0.985
H -2.731 1.519 1.968
H -1.853 -2.640 0.024
H 5.090 0.700 -0.078
H -0.774 -0.530 -1.910
H 2.112 -2.282 0.843
H -3.530 0.051 2.706
H 0.992 1.632 -0.638
H -2.971 1.791 -0.321
H -0.764 1.137 -1.282
H 4.278 -1.746 0.616
H -4.379 0.679 -1.105
*
```

In the natural (NBO) picture, each atom carries the following charge in e: -0.195 0.645 -0.382 -0.492 -0.197 -0.209 -0.164 0.227 0.334 -0.194 -0.405 -0.307 -0.218 0.225 0.219 0.127 0.233 0.237 0.223 0.227 0.205 0.182 0.219 0.227 0.233

Entry 6:
This record from the Open Molecules 2025 dataset describes one molecule with the formula C9H12O2S at a distorted geometry. The level of theory is the ωB97M-V functional and the def2-TZVPD basis.

Output
LUMO level, Ha: -0.001
M, g/mol: 184.26
Orbital gap, Eh: 0.281
E_HOMO, eV: -7.67
SMILES: CO/C(=C/C=C\C=C\S)C(C)=O
Largest force on an atom, Eh/bohr: 0.085

Geometry as ORCA input:
```
! wB97M-V def2-TZVPD RIJCOSX def2/J DEFGRID3
* xyz 0 1
S -1.781 2.976 2.322
O -0.954 -2.537 -0.451
O 1.731 -0.673 0.685
C -2.174 2.076 -0.283
C 2.760 0.230 0.365
C 0.175 -2.260 -0.173
C -1.516 1.927 0.884
C -2.015 1.293 -1.427
C 0.032 0.207 -0.727
C -1.090 0.288 -1.602
C 0.630 -0.802 -0.087
C 1.098 -3.317 0.401
H 3.567 -0.118 1.084
H 0.555 -3.601 1.328
H -2.081 4.111 1.744
H 2.061 -2.800 0.705
H 3.045 0.025 -0.738
H -1.124 1.022 1.070
H 2.535 1.308 0.496
H 0.432 1.175 -0.502
H -2.944 2.817 -0.359
H -2.877 1.381 -2.197
H -1.130 -0.491 -2.337
H 1.065 -4.238 -0.201
*
```

In the natural (NBO) picture, each atom carries the following charge in e: 0.016 -0.534 -0.523 -0.261 -0.257 0.542 -0.295 -0.207 -0.274 -0.182 0.197 -0.738 0.205 0.246 0.121 0.244 0.182 0.211 0.184 0.221 0.207 0.216 0.231 0.247

Entry 7:
This record from the Open Molecules 2025 dataset describes a 2-piece molecular cluster, C9H12S overall at a distorted geometry. The level of theory is the ωB97M-V functional and the def2-TZVPD basis.

Output
LUMO level (alpha / beta), Ha: -0.025 / -0.007
M, g/mol: 152.26
Orbital gap (alpha / beta), Eh: 0.246 / 0.271
E_HOMO (alpha / beta), eV: -7.39 / -7.55
Largest force on an atom, Eh/bohr: 0.103

Geometry as ORCA input:
```
! wB97M-V def2-TZVPD RIJCOSX def2/J DEFGRID3
* xyz 0 1
S -2.594 0.249 -1.324
C 0.121 1.037 0.813
C 1.372 0.899 1.444
C -3.160 -0.955 -2.320
C 2.186 -0.140 1.015
C 3.614 -0.211 1.371
C -0.290 0.076 -0.093
C 1.718 -1.070 0.084
C -3.734 0.999 -0.209
C 0.494 -0.964 -0.412
H 3.885 0.757 1.756
H 4.197 -0.614 0.486
H -2.413 1.333 -2.167
H -3.744 0.656 0.807
H 2.447 -1.950 -0.078
H 3.812 -0.951 2.102
H 1.712 1.617 2.156
H -3.597 2.051 -0.359
H -0.379 2.019 1.103
H -3.459 -1.915 -1.895
H -2.349 -1.213 -3.049
H 0.161 -1.709 -1.231
*
```

In the natural (NBO) picture, each atom carries the following charge in e: 0.875 -0.275 -0.220 -0.847 -0.016 -0.628 -0.010 -0.213 -0.901 -0.297 0.218 0.219 0.150 0.217 0.210 0.219 0.211 0.202 0.226 0.233 0.210 0.217

Entry 8:
This record from the Open Molecules 2025 dataset describes a 2-piece molecular cluster, C9H12Si2 overall at a distorted geometry. The level of theory is the ωB97M-V functional and the def2-TZVPD basis.

Output
LUMO level (alpha / beta), Ha: -0.027 / -0.042
M, g/mol: 176.37
Orbital gap (alpha / beta), Eh: 0.252 / 0.238
E_HOMO (alpha / beta), eV: -7.57 / -7.64
Largest force on an atom, Eh/bohr: 0.096

Geometry as ORCA input:
```
! wB97M-V def2-TZVPD RIJCOSX def2/J DEFGRID3
* xyz 0 1
Si -3.029 1.022 -1.828
Si -3.001 0.340 1.803
C 2.186 0.889 -1.025
C 3.942 -0.702 -0.996
C -1.231 0.772 -1.729
C 3.498 0.585 -1.106
C -1.123 0.261 1.907
C -0.169 0.279 -1.429
C 1.672 -1.429 -1.318
C 3.020 -1.727 -1.119
C 1.162 -0.117 -1.237
H 5.022 -0.859 -0.979
H 3.271 -2.760 -1.155
H 1.838 2.052 -1.075
H -0.683 -0.638 1.609
H 4.348 1.289 -0.904
H -3.607 -0.698 2.649
H -0.942 0.190 2.973
H -3.279 1.598 2.304
H -3.447 2.089 -2.765
H -0.444 0.845 1.328
H -3.648 -0.161 -2.365
H 0.960 -2.250 -1.506
*
```

In the natural (NBO) picture, each atom carries the following charge in e: 0.738 0.831 -0.152 -0.190 -0.467 -0.240 -1.124 0.022 -0.156 -0.219 -0.158 0.217 0.217 0.226 0.242 0.221 -0.178 0.240 -0.211 -0.161 0.259 -0.177 0.218

Entry 9:
This record from the Open Molecules 2025 dataset describes a 2-piece molecular cluster, C9H13BClNO6 overall. The level of theory is the ωB97M-V functional and the def2-TZVPD basis.

Output
LUMO level, Ha: -0.034
M, g/mol: 277.47
Orbital gap, Eh: 0.357
E_HOMO, eV: -10.64
SMILES: CC[C@@H](Cl)C1=C(B(C)O)C(=O)OC1=O.C[N+](=O)[O-]
Largest force on an atom, Eh/bohr: 0.019

Geometry as ORCA input:
```
! wB97M-V def2-TZVPD RIJCOSX def2/J DEFGRID3
* xyz 0 1
Cl 0.791 0.523 -1.370
O 1.469 3.247 2.242
O -2.866 2.812 2.382
O 0.161 -2.947 -2.057
O 1.780 -3.453 -3.388
O -2.335 0.193 -0.845
O -0.762 3.584 2.128
N 0.659 -3.054 -3.157
C -1.262 1.549 1.060
C 1.196 1.060 0.283
C -0.190 -2.650 -4.312
C 1.764 -0.100 1.137
C 3.267 0.031 1.447
C 0.057 1.750 0.960
C 0.408 2.935 1.813
C -1.783 2.661 1.916
C -2.948 -0.522 1.507
B -2.193 0.396 0.496
H 3.436 0.211 2.507
H -2.268 -1.097 2.143
H -3.559 0.106 2.163
H 3.725 0.857 0.901
H -0.456 -1.608 -4.165
H -1.080 -3.273 -4.291
H 3.805 -0.876 1.174
H 1.981 1.803 0.162
H 1.227 -0.086 2.088
H -2.334 1.009 -1.355
H 1.541 -1.054 0.662
H -3.612 -1.216 0.990
H 0.381 -2.796 -5.221
*
```

In the natural (NBO) picture, each atom carries the following charge in e: -0.045 -0.509 -0.504 -0.376 -0.373 -0.857 -0.495 0.535 -0.404 -0.225 -0.485 -0.413 -0.610 -0.046 0.759 0.772 -1.006 0.996 0.218 0.246 0.261 0.209 0.235 0.235 0.219 0.242 0.212 0.500 0.239 0.241 0.230

Entry 10:
This record from the Open Molecules 2025 dataset describes C9H13Br9Cl4O2 as an isolated structure at a distorted geometry. The level of theory is the ωB97M-V functional and the def2-TZVPD basis.

Output
LUMO level, Ha: -0.027
M, g/mol: 1014.15
Orbital gap, Eh: 0.353
E_HOMO, eV: -10.34
Largest force on an atom, Eh/bohr: 0.027

Geometry as ORCA input:
```
! wB97M-V def2-TZVPD RIJCOSX def2/J DEFGRID3
* xyz 0 1
Br 0.393 3.908 -0.104
Br -1.288 0.827 0.843
Br -1.304 5.924 1.641
Br 1.151 4.428 2.998
Br 2.316 -1.028 6.240
Br 0.682 -1.200 -0.694
Br 1.853 0.881 1.457
Br 1.080 -2.791 3.848
Br -0.790 -1.900 6.401
Cl -2.134 -2.606 1.663
Cl -2.713 -0.804 -3.677
Cl -4.167 -2.478 3.732
Cl -2.433 -3.660 -2.984
O 2.194 0.233 -4.238
O 0.316 -0.834 -4.751
C 0.341 -0.258 0.979
C 0.983 -2.404 5.754
C -0.314 4.256 1.710
C 0.234 1.119 -3.295
C 0.864 0.064 -4.177
C 1.420 1.812 -2.629
C 2.663 1.236 -3.338
C -2.446 -2.341 3.382
C -1.660 -2.201 -3.650
H 0.153 -0.967 1.771
H 3.167 2.067 -3.834
H 3.312 0.703 -2.647
H -0.788 -1.975 -3.051
H 1.500 1.571 -1.565
H -1.346 -2.472 -4.651
H -0.419 1.739 -3.904
H 1.230 -3.318 6.272
H -2.088 -1.347 3.626
H -0.374 0.574 -2.572
H 1.299 2.895 -2.588
H -1.952 -3.092 3.982
H -0.938 3.443 2.048
*
```

In the natural (NBO) picture, each atom carries the following charge in e: 0.063 0.068 0.092 0.075 0.085 0.085 0.093 0.086 0.088 -0.026 -0.020 -0.017 -0.051 -0.484 -0.594 -0.467 -0.467 -0.461 -0.547 0.806 -0.447 -0.072 -0.403 -0.383 0.225 0.191 0.193 0.213 0.222 0.238 0.251 0.222 0.220 0.254 0.217 0.225 0.225

Entry 11:
This record from the Open Molecules 2025 dataset describes C9H13BrInO2 as an isolated structure. The level of theory is the ωB97M-V functional and the def2-TZVPD basis.

Output
LUMO level, Ha: 0.100
M, g/mol: 347.92
Orbital gap, Eh: 0.281
E_HOMO, eV: -4.94
Largest force on an atom, Eh/bohr: 0.015

Geometry as ORCA input:
```
! wB97M-V def2-TZVPD RIJCOSX def2/J DEFGRID3
* xyz -1 1
In -5.024 -1.870 -1.476
Br -5.523 -3.114 0.795
O -0.456 -1.351 -1.898
O 0.185 -1.609 0.228
C 4.306 1.657 0.243
C 2.110 1.905 1.920
C 3.089 2.889 1.909
C -3.146 -0.716 -1.145
C -0.725 -1.471 -0.561
C 4.189 2.765 1.072
C 3.324 0.676 0.254
C 2.224 0.795 1.093
C -2.182 -1.454 -0.194
H -4.706 -3.168 -2.636
H -2.236 -1.041 0.817
H -2.684 -0.538 -2.118
H 5.162 1.561 -0.413
H 3.409 -0.186 -0.395
H 1.252 2.002 2.572
H 4.955 3.531 1.064
H -2.452 -2.516 -0.090
H 1.466 0.022 1.093
H -3.435 0.243 -0.704
H -6.372 -0.812 -1.890
H 2.994 3.755 2.553
H 0.276 -1.955 -2.093
*
```

In the Mulliken picture, each atom carries the following charge in e: 0.628 -0.619 -0.448 -0.621 -0.333 -0.545 -0.289 -0.964 0.460 -0.397 -0.437 -0.221 -0.360 -0.309 0.279 0.389 0.347 0.370 0.361 0.341 0.251 0.462 0.299 -0.328 0.351 0.331

Entry 12:
This record from the Open Molecules 2025 dataset describes one molecule with the formula C9H13BrN2O2S at a distorted geometry. The level of theory is the ωB97M-V functional and the def2-TZVPD basis.

Output
LUMO level, Ha: 0.023
M, g/mol: 293.19
Orbital gap, Eh: 0.349
E_HOMO, eV: -8.88
Largest force on an atom, Eh/bohr: 0.076

Geometry as ORCA input:
```
! wB97M-V def2-TZVPD RIJCOSX def2/J DEFGRID3
* xyz 0 1
Br 2.136 1.845 -3.706
S -0.163 1.673 -2.252
O -1.588 1.744 -2.152
O 0.552 2.274 -0.909
N 0.346 2.207 -3.614
N -0.344 0.869 0.794
C -0.513 -2.361 -1.853
C 0.315 -0.108 -2.029
C -1.732 0.389 0.805
C 0.611 -2.693 -1.182
C -0.686 -1.006 -2.238
C 1.457 -0.414 -1.268
C -0.083 2.219 0.428
C 1.597 -1.743 -0.861
C 0.475 0.249 1.863
H 0.594 2.809 1.000
H -1.667 -0.698 -2.663
H 0.845 -3.753 -0.834
H -2.313 0.973 1.525
H 1.226 0.911 2.202
H 2.116 0.467 -1.105
H -1.192 -3.186 -2.187
H 0.964 -0.574 1.506
H -0.062 -0.003 2.725
H -1.678 -0.627 1.032
H -1.978 0.714 -0.143
H -0.988 2.978 0.158
H 2.505 -1.977 -0.391
*
```

In the natural (NBO) picture, each atom carries the following charge in e: 0.177 2.202 -0.926 -0.763 -0.942 -0.463 -0.223 -0.274 -0.402 -0.201 -0.206 -0.192 0.088 -0.226 -0.399 0.203 0.249 0.221 0.174 0.194 0.251 0.229 0.196 0.186 0.205 0.227 0.199 0.216

Q: Which of these has the lowest largest force on an atom?
A: C9H13BrInO2